Record 1
DFT (ωB97M-V/def2-TZVPD) results for an isolated molecule of C16H17N7 in a non-equilibrium geometry.

Values from the calculation:
Total charge ... 0
HOMO ... -6.9 eV
Lowest unoccupied orbital energy ... 0.009 Eh
SMILES string ... CN/N=c1\[nH]nc(-n2nc(C)cc2C)c2[nH]c3ccccc3c12

Atoms and positions in Å:
N  0.865  1.666  1.654
N  0.038  -0.606  1.956
C  -0.538  -0.771  -2.261
C  -0.141  0.517  -2.588
N  -0.407  -1.802  1.415
H  1.361  0.360  4.164
C  -0.529  -0.124  -4.931
C  -0.652  -2.014  0.039
H  1.312  1.857  5.095
C  -0.393  -0.894  -0.835
H  -2.370  -3.870  1.052
H  0.592  2.081  -1.335
N  -1.539  -4.143  0.542
C  -1.601  -5.549  0.162
H  -0.523  0.130  -5.983
C  0.889  1.336  4.262
H  -1.206  -2.722  -2.881
H  2.118  5.259  0.175
C  1.095  2.080  2.970
H  -0.195  1.192  4.455
H  -2.403  -5.702  -0.587
N  1.070  2.774  0.834
C  1.637  5.204  1.139
C  0.368  0.403  1.167
H  0.671  5.701  1.069
C  -0.089  0.815  -3.968
C  -0.961  -1.377  -4.566
H  -1.259  -2.134  -5.290
N  0.232  1.113  -1.414
H  2.228  5.776  1.869
C  -0.924  -1.744  -3.195
C  1.526  3.359  2.904
C  0.115  0.286  -0.293
H  0.326  1.732  -4.360
H  -0.360  -2.697  1.918
H  -0.680  -5.881  -0.284
H  1.770  4.019  3.748
H  -1.823  -6.194  1.010
C  1.489  3.762  1.537
N  -1.111  -3.199  -0.362

Atom charges from the natural (NBO) analysis, given in e for atoms 1 to 8: -0.21 -0.24 -0.03 0.12 -0.42 0.24 -0.21 0.37

---

Record 2
DFT (ωB97M-V/def2-TZVPD) results for an isolated molecule of C18H21N5O4S2 in a non-equilibrium geometry.

Values from the calculation:
Total charge ... 0
HOMO ... -7.9 eV
Lowest unoccupied orbital energy ... 0.011 Eh
SMILES string ... COC(=O)C[C@H]1C(=O)NCCN1C(=O)CSc1nnc(Nc2ccc(C)cc2)s1

Atoms and positions in Å:
H  -4.542  -1.316  -1.768
H  -6.596  -5.090  -3.268
S  -0.011  1.183  0.591
N  3.071  4.841  -0.121
C  1.584  0.298  0.772
N  -1.589  -2.078  -0.738
H  4.287  2.040  -1.536
O  4.140  4.168  4.303
H  -5.990  -7.365  -3.602
H  -5.117  -7.945  -2.181
C  2.792  2.873  1.342
H  1.540  4.953  4.844
H  -6.031  -2.796  -2.620
H  -2.160  -4.093  -1.366
H  2.572  3.781  -1.861
C  -4.706  -5.912  -2.689
N  3.128  2.105  0.168
C  4.075  2.737  -0.724
H  -4.265  -7.741  -3.707
C  -5.043  -7.321  -3.072
C  3.401  3.422  3.724
C  -5.306  -3.587  -2.487
C  -3.460  -5.607  -2.151
H  4.999  2.962  -0.181
H  4.165  4.573  -1.866
H  1.789  2.612  1.695
C  -0.988  -0.074  -0.090
C  1.637  3.917  5.173
N  -0.654  -1.307  -0.201
C  2.737  4.388  1.099
H  4.798  2.903  2.203
O  2.942  0.321  -1.186
H  1.878  0.354  1.818
H  1.390  -0.733  0.478
N  -3.792  -1.970  -1.596
H  2.305  3.874  6.036
C  2.611  0.897  -0.171
H  2.981  5.838  -0.255
H  -2.734  -6.396  -2.018
C  -2.676  -1.458  -1.050
C  -3.128  -4.319  -1.781
O  2.156  3.133  4.106
C  3.451  4.023  -1.250
C  3.787  2.616  2.493
O  2.412  5.133  1.999
C  -4.055  -3.295  -1.948
S  -2.612  0.288  -0.673
H  0.665  3.497  5.415
C  -5.622  -4.882  -2.851
H  3.780  1.556  2.751

Atom charges from the natural (NBO) analysis, given in e for atoms 1 to 8: 0.40 0.21 0.28 -0.61 -0.62 -0.34 0.26 -0.59

---

Record 3
DFT (ωB97M-V/def2-TZVPD) results for an isolated molecule of C2H4ClFO2 in a non-equilibrium geometry.

Values from the calculation:
Total charge ... 0
HOMO ... -11.3 eV
Lowest unoccupied orbital energy ... 0.022 Eh
SMILES string ... CO[C@](O)(F)Cl

Atoms and positions in Å:
H  1.717  0.059  0.407
C  -0.876  -0.232  0.130
Cl  -1.827  1.278  -0.124
H  -1.259  -0.195  2.007
O  -0.536  -0.390  1.396
F  -1.849  -1.337  -0.291
C  1.331  0.218  -0.600
H  1.247  1.284  -0.820
H  1.978  -0.264  -1.332
O  0.074  -0.422  -0.773

Atom charges from the natural (NBO) analysis, given in e for atoms 1 to 8: 0.19 0.84 -0.10 0.51 -0.68 -0.41 -0.26 0.19

---

Record 4
DFT (ωB97M-V/def2-TZVPD) results for a cluster of 8 separate species, C42H77BF4N14 in total in a non-equilibrium geometry.

Values from the calculation:
Total charge ... +6
HOMO ... -21.0 eV
Lowest unoccupied orbital energy ... -0.426 Eh

Atoms and positions in Å:
F  0.989  -0.634  0.078
H  2.683  1.880  2.339
H  -1.670  -0.633  6.376
C  -2.836  -5.100  7.284
H  5.180  -2.775  2.526
C  -1.911  -1.681  6.351
H  -7.357  -3.352  -3.396
H  -2.641  7.783  0.263
H  3.659  -0.484  1.350
H  5.241  -1.008  0.789
H  -1.081  7.184  -0.096
C  4.207  -3.964  0.380
H  -2.879  1.072  0.004
C  -2.001  7.524  -0.580
C  -1.888  -5.446  8.421
H  -6.085  0.313  -1.793
H  -4.108  4.635  -0.040
C  3.105  2.197  -3.877
C  2.263  -3.437  1.232
H  -3.699  6.508  -1.519
C  -8.988  -0.026  -1.725
H  -1.286  2.987  -3.361
H  -3.507  -0.623  -4.102
H  -8.999  -2.171  -2.217
N  1.825  1.722  -3.860
H  4.234  6.763  3.213
H  2.669  6.964  5.811
H  6.792  -4.294  -5.420
F  -0.863  -1.879  0.535
C  -3.677  -0.541  -3.024
C  -2.265  -3.598  5.345
N  2.046  -4.371  0.297
C  3.274  -4.729  -0.236
H  3.173  -0.902  -1.496
H  -9.655  0.180  -2.559
H  0.395  1.516  -2.391
C  2.814  -3.427  -3.438
C  -2.238  -2.600  7.286
H  -4.622  -2.842  -4.066
H  0.639  -1.062  -2.768
H  2.949  -0.434  -6.994
H  -0.619  2.323  -0.377
H  0.050  -4.415  -0.394
B  -0.418  -0.581  0.206
C  -6.052  -0.676  -2.213
H  3.860  4.147  2.987
N  -1.921  -2.326  5.120
C  3.900  1.350  -4.584
C  4.210  -2.332  2.291
C  1.743  2.367  2.109
H  5.544  -2.200  -2.333
H  -9.619  0.049  -0.838
H  5.270  -4.025  0.219
H  -0.866  -5.647  8.106
H  3.077  -1.627  -5.659
N  2.456  5.669  3.414
C  -2.617  6.432  -1.446
H  0.351  -2.708  -3.376
H  -2.325  -4.368  4.593
C  -6.661  -2.568  -3.146
C  -0.578  2.480  -4.018
H  -2.254  -6.371  8.875
H  4.985  -0.272  2.380
H  1.593  2.475  1.036
H  0.929  0.114  -4.970
H  0.912  -5.925  -0.518
H  -1.657  -2.517  3.079
C  3.610  6.662  5.350
H  4.459  7.288  5.606
H  -3.003  1.859  1.584
H  4.476  -4.924  -4.787
C  6.098  -3.593  -4.962
C  3.343  6.795  3.838
H  -4.337  2.072  0.436
H  4.945  1.351  -4.843
H  -3.686  0.521  -2.802
H  0.898  1.812  2.506
C  1.821  0.620  -4.642
H  -3.843  -4.926  7.660
C  -1.247  3.195  -0.449
H  -8.321  -1.733  -0.663
H  -0.405  3.238  -4.786
H  -0.221  4.879  -1.538
H  1.044  3.152  -2.603
C  -3.264  1.940  0.531
H  -2.459  -2.541  8.340
H  -2.812  -5.827  6.478
H  0.525  6.577  3.717
C  4.505  -2.395  -2.548
H  2.830  7.722  3.597
H  3.350  3.062  -3.281
F  -1.044  -0.142  -0.973
H  2.231  -4.099  -4.048
C  3.370  -1.760  -2.117
H  1.558  -2.978  1.904
C  -8.384  -1.432  -1.708
C  2.831  4.469  2.965
H  -0.519  -1.367  3.866
C  0.785  -5.046  0.112
N  -7.067  -1.527  -2.343
H  -0.969  1.609  -4.534
H  -1.906  -4.766  9.272
H  -1.743  8.388  -1.185
N  4.155  -3.388  -3.421
H  3.316  -5.529  -0.955
N  2.329  -2.429  -2.686
C  0.644  2.287  -3.122
N  3.575  -3.214  1.334
N  -2.504  -3.789  6.638
C  5.057  -4.306  -4.103
N  -4.980  -1.179  -2.855
H  -0.344  4.131  2.790
H  -2.248  6.513  -2.468
H  0.545  -2.484  -1.686
H  6.702  -2.927  -4.336
N  -2.560  3.105  -0.031
N  1.754  3.721  2.692
H  4.481  -0.628  -6.247
H  0.300  -5.367  1.031
C  -1.539  -1.755  3.844
H  -8.291  0.807  -1.631
C  0.893  -2.107  -2.647
H  -2.159  -0.878  3.659
N  -2.265  5.075  -0.935
C  -5.350  -2.380  -3.421
H  3.707  -2.228  3.246
H  3.785  5.636  5.669
H  -2.842  -1.051  -2.551
N  3.060  0.381  -5.077
C  0.649  4.517  2.941
C  -1.059  4.405  -1.058
C  4.586  -0.985  1.658
C  -3.091  4.323  -0.231
F  -0.705  0.307  1.279
H  5.571  -4.914  -3.359
H  5.710  -2.930  -5.735
C  3.416  -0.668  -6.037
C  1.078  5.710  3.395

Atom charges from the Löwdin analysis, given in e for atoms 1 to 8: 0.08 0.09 0.14 -0.12 0.14 0.01 0.15 0.09

---

Record 5
DFT (ωB97M-V/def2-TZVPD) results for a cluster of 2 separate species, F2HNOS in total in a non-equilibrium geometry.

Values from the calculation:
Total charge ... 0
HOMO (alpha / beta) ... -11.5 / -11.5 eV
Lowest unoccupied orbital energy (alpha / beta) ... -0.116 / -0.118 Eh

Atoms and positions in Å:
H  1.910  -0.419  0.067
F  -0.975  0.939  -1.190
N  1.213  0.422  -0.091
O  -1.170  -2.320  0.091
F  -0.728  1.283  1.111
S  -0.249  0.094  0.012

And the natural (NBO) charges, in e, turn out to be: 0.43 -0.48 -1.04 -0.09 -0.51 1.70

---

What energy relative to the best compared isomer or geometry (same formula, charge and spin) values result from the calculations? In sequence: 1.691; 0.285; 0.349; 2.389; 5.152 eV.